--- one ---
DFT (ωB97M-V/def2-TZVPD) results for a single C6H5NO2 molecule.

Calculated values
SMILES = Cc1noc2ccoc12
frontier orbital gap = 9.899 eV

Geometry as XYZ:
```
14
C6H5NO2, DFT ωB97M-V/def2-TZVPD
C -0.0612 0.3368 2.4924
C 0.4711 0.4390 1.0512
N 1.6230 0.8740 0.6826
O 1.7388 0.8064 -0.6465
C 0.6674 0.1230 -1.1480
C 0.0973 -0.3652 -2.3455
C -1.1058 -0.8645 -2.0146
O -1.3944 -0.6907 -0.6636
C -0.2720 -0.1249 -0.1580
H -0.7103 -0.5054 2.7185
H 0.9078 0.2941 3.2500
H -0.6191 1.2882 2.5755
H 0.6276 -0.2716 -3.2950
H -1.9702 -1.3393 -2.4990
```

Electronic structure analysis, Löwdin charges in units of e: number 1, C, carries -0.0297; number 2, C, carries -0.2432; number 3, N, carries 0.0711; number 4, O, carries 0.0155; number 5, C, carries -0.2026; number 6, C, carries 0.0095; number 7, C, carries -0.0765; number 8, O, carries 0.0503; number 9, C, carries -0.1282; number 10, H, carries 0.0619; number 11, H, carries 0.1365; number 12, H, carries 0.0749; number 13, H, carries 0.1240; number 14, H, carries 0.1364


--- two ---
DFT (ωB97M-V/def2-TZVPD) results for a single C6H5NO2 molecule.

Calculated values
SMILES = O=C1COc2cc[nH]c21
frontier orbital gap = 9.409 eV

Geometry as XYZ:
```
14
C6H5NO2, DFT ωB97M-V/def2-TZVPD
O -2.3588 -1.5208 -0.0149
C -1.5560 -0.6337 -0.0168
C -1.9150 0.8773 -0.0073
O -0.6745 1.6353 -0.0088
C 0.3156 0.7013 -0.0240
C 1.7265 0.7706 -0.0075
C 2.1035 -0.5633 -0.0207
N 1.0147 -1.3769 -0.0078
C -0.0987 -0.5987 0.0149
H -2.5531 1.2151 -0.8464
H -2.4730 1.1970 0.8839
H 2.3618 1.6484 0.0409
H 3.1062 -0.9803 -0.0512
H 1.0008 -2.3713 0.0660
```

Electronic structure analysis, Löwdin charges in units of e: number 1, O, carries 0.0860; number 2, C, carries -0.3274; number 3, C, carries -0.0443; number 4, O, carries -0.0092; number 5, C, carries -0.2478; number 6, C, carries 0.0225; number 7, C, carries -0.0905; number 8, N, carries 0.0912; number 9, C, carries -0.1489; number 10, H, carries 0.1410; number 11, H, carries 0.1374; number 12, H, carries 0.1099; number 13, H, carries 0.1210; number 14, H, carries 0.1590


The most stable structure shown above is two; the least stable is one.